# 1
{
  "formula": "C29H37IrN5O5PS",
  "method": "wB97M-V/def2-TZVPD",
  "e_above_lowest_kj_mol": 14.0,
  "spin_multiplicity": 2,
  "e_lumo_ev": [-3.04, -5.51],
  "charge": 1,
  "energy_ha": -2620.9824,
  "species": ["Ir", "O", "C", "C", "N", "C", "C", "O", "O", "C", "C", "O", "O", "H", "H", "H", "H", "H", "H", "H", "H", "H", "C", "C", "C", "C", "C", "C", "C", "C", "S", "C", "N", "C", "C", "C", "C", "C", "C", "C", "C", "H", "H", "H", "H", "H", "H", "H", "H", "H", "H", "H", "H", "H", "H", "H", "H", "C", "N", "C", "N", "C", "N", "C", "P", "C", "C", "H", "H", "H", "H", "H", "H", "H", "H", "H", "H", "H", "H"],
  "xyz": [[-0.523, 0.108, -0.123], [-2.775, -0.200, 0.464], [-3.468, -1.040, 1.395], [-2.484, -2.001, 2.002], [-1.873, -2.965, 1.092], [-0.696, -3.583, 1.549], [0.574, -2.575, 1.297], [1.631, -3.126, 1.142], [0.254, -1.351, 1.362], [-2.199, -3.104, -0.297], [-0.971, -2.691, -1.220], [-0.291, -3.585, -1.657], [-0.851, -1.431, -1.453], [-3.339, 0.519, 0.154], [-4.283, -1.556, 0.881], [-3.896, -0.448, 2.205], [-2.975, -2.566, 2.801], [-1.665, -1.435, 2.456], [-0.476, -4.499, 1.010], [-0.724, -3.735, 2.629], [-3.066, -2.509, -0.558], [-2.369, -4.159, -0.515], [1.393, -1.002, 4.991], [1.037, 0.331, 5.651], [2.314, 0.931, 6.256], [0.018, 0.063, 6.767], [0.437, 1.319, 4.654], [0.035, 2.595, 5.100], [-0.507, 3.536, 4.253], [-0.671, 3.193, 2.913], [-1.312, 4.145, 1.607], [-1.044, 2.836, 0.533], [-0.519, 1.765, 1.090], [-0.289, 1.936, 2.454], [0.279, 1.001, 3.318], [-1.387, 2.762, -0.875], [-1.857, 3.826, -1.642], [-2.153, 3.613, -2.975], [-1.988, 2.343, -3.524], [-1.522, 1.283, -2.756], [-1.202, 1.476, -1.414], [1.828, -1.669, 5.736], [2.122, -0.882, 4.188], [0.507, -1.495, 4.580], [2.738, 0.244, 6.990], [2.117, 1.878, 6.760], [3.064, 1.109, 5.483], [0.418, -0.670, 7.469], [-0.915, -0.330, 6.357], [-0.217, 0.967, 7.330], [0.159, 2.856, 6.143], [-0.794, 4.512, 4.620], [0.591, 0.050, 2.917], [-1.984, 4.809, -1.203], [-2.514, 4.427, -3.589], [-2.227, 2.181, -4.567], [-1.410, 0.301, -3.199], [3.424, 0.799, -3.385], [3.403, 1.749, -2.271], [4.384, 1.321, -1.271], [4.192, -0.050, -0.806], [4.194, -0.950, -1.960], [3.207, -0.588, -2.978], [1.840, -0.832, -2.527], [1.520, 0.225, -1.057], [2.065, 1.860, -1.696], [2.974, -0.200, -0.014], [4.403, 0.861, -3.861], [2.664, 1.083, -4.115], [4.347, 2.000, -0.418], [5.374, 1.388, -1.725], [4.006, -1.970, -1.623], [5.183, -0.909, -2.419], [1.696, -1.880, -2.261], [1.124, -0.591, -3.314], [2.064, 2.583, -0.876], [1.356, 2.211, -2.450], [2.874, -1.222, 0.353], [2.997, 0.467, 0.852]]
}

***

# 2
{
  "formula": "C29H37IrN5S",
  "method": "wB97M-V/def2-TZVPD",
  "spin_multiplicity": 5,
  "e_lumo_ev": [2.38, 2.09],
  "charge": -1,
  "energy_ha": -1903.3425,
  "species": ["Ir", "N", "N", "C", "C", "C", "C", "H", "H", "H", "C", "C", "H", "H", "H", "C", "C", "H", "H", "H", "C", "H", "H", "H", "C", "H", "H", "H", "C", "H", "C", "H", "C", "H", "C", "H", "C", "C", "H", "C", "C", "H", "C", "H", "N", "C", "C", "C", "H", "C", "C", "H", "H", "H", "C", "H", "C", "C", "H", "H", "H", "C", "H", "H", "H", "N", "C", "N", "S", "H", "H", "H", "H"],
  "xyz": [[-0.370, -0.491, -0.521], [0.230, -2.615, 3.926], [-1.074, -2.706, -2.295], [0.263, 1.978, -0.699], [1.188, 0.871, -0.569], [1.020, 0.379, 0.797], [2.024, -0.365, 1.548], [2.911, -0.607, 0.949], [2.322, -1.932, 2.744], [2.333, 0.124, 2.495], [-0.066, 1.109, 1.403], [-0.203, 1.148, 2.883], [0.586, 1.795, 3.297], [-0.012, 0.166, 3.336], [-1.159, 1.579, 3.205], [-0.506, 2.088, 0.489], [-1.487, 3.183, 0.799], [-2.383, 2.767, 1.298], [-1.833, 3.686, -0.120], [-1.044, 3.960, 1.458], [2.413, 0.576, -1.370], [3.271, 1.176, -1.053], [2.245, 0.760, -2.425], [2.637, -0.484, -1.278], [0.240, 2.905, -1.869], [-0.770, 3.299, -2.094], [0.562, 2.329, -2.754], [0.904, 3.788, -1.764], [-0.676, -3.339, 4.585], [-0.754, -3.216, 5.661], [-1.496, -4.309, 3.979], [-2.219, -4.843, 4.607], [-1.360, -4.508, 2.601], [-1.970, -5.224, 2.054], [-0.407, -3.781, 1.881], [-0.163, -4.047, 0.833], [0.407, -2.830, 2.593], [1.512, -2.076, 1.950], [1.525, -2.462, 0.901], [-0.483, -1.520, -2.147], [-0.981, -3.083, -3.631], [-1.416, -4.046, -3.858], [-0.321, -2.112, -4.345], [-0.249, -1.997, -5.449], [-0.019, -1.089, -3.429], [-0.036, 0.258, -3.881], [0.985, 0.637, -4.787], [0.715, 1.718, -5.653], [1.446, 2.013, -6.430], [-0.557, 2.329, -5.672], [-0.920, 3.470, -6.559], [-1.530, 4.183, -5.997], [-1.537, 3.075, -7.366], [-0.019, 3.931, -6.948], [-1.570, 1.927, -4.793], [-2.604, 2.353, -4.858], [-1.297, 0.916, -3.859], [-2.423, 0.375, -2.999], [-2.676, -0.697, -3.168], [-3.379, 0.920, -3.128], [-2.172, 0.469, -1.914], [2.219, -0.227, -4.972], [2.112, -1.026, -5.736], [2.536, -0.725, -4.041], [3.040, 0.417, -5.336], [-2.546, -0.844, 2.718], [-2.763, -0.545, 1.432], [-3.485, 0.527, 1.082], [-2.130, -1.719, 0.319], [-2.986, -0.349, 3.496], [-1.840, -1.532, 2.939], [-3.612, 0.773, 0.093], [-4.021, 1.028, 1.793]]
}

***

# 3
{
  "formula": "C29H37N5OSeSiV",
  "method": "wB97M-V/def2-TZVPD",
  "spin_multiplicity": 2,
  "e_lumo_ev": [-0.33, -0.31],
  "energy_ha": -5111.2286,
  "species": ["V", "C", "C", "C", "C", "C", "C", "C", "C", "C", "C", "H", "H", "H", "H", "H", "H", "H", "H", "H", "H", "H", "H", "H", "H", "Se", "N", "C", "C", "C", "C", "C", "N", "C", "C", "N", "C", "C", "C", "C", "C", "N", "H", "H", "H", "H", "H", "H", "N", "C", "O", "C", "C", "H", "H", "H", "H", "H", "H", "C", "Si", "C", "C", "C", "H", "H", "H", "H", "H", "H", "H", "H", "H", "H", "H"],
  "xyz": [[0.123, -0.625, -0.010], [-4.330, 2.527, -0.360], [-3.352, 2.881, 0.765], [-2.333, 3.896, 0.238], [-2.713, 1.655, 1.403], [-3.385, 0.435, 1.463], [-2.851, -0.653, 2.133], [-1.622, -0.575, 2.780], [-1.126, -1.694, 3.654], [-0.922, 0.624, 2.682], [-1.461, 1.717, 2.011], [-4.716, 3.443, -0.809], [-5.183, 1.954, 0.002], [-3.825, 1.950, -1.137], [-3.925, 3.377, 1.558], [-1.723, 3.453, -0.553], [-1.668, 4.265, 1.018], [-2.857, 4.757, -0.179], [-4.348, 0.322, 0.983], [-3.413, -1.580, 2.171], [-1.535, -1.579, 4.661], [-0.039, -1.684, 3.734], [-1.445, -2.666, 3.276], [0.025, 0.737, 3.201], [-0.895, 2.638, 2.009], [7.286, -0.059, 2.319], [6.090, 1.092, 1.688], [4.951, 0.453, 1.595], [3.734, 1.059, 1.091], [3.647, 2.395, 0.742], [2.441, 2.861, 0.206], [1.401, 1.994, -0.012], [1.447, 0.669, 0.316], [2.603, 0.226, 0.932], [2.596, -1.108, 1.421], [1.404, -1.772, 1.376], [1.362, -3.026, 1.827], [2.460, -3.695, 2.333], [3.678, -3.026, 2.405], [3.757, -1.718, 1.958], [4.970, -0.932, 2.006], [6.123, -1.398, 2.418], [4.503, 3.038, 0.888], [2.323, 3.898, -0.078], [0.497, 2.329, -0.501], [0.396, -3.518, 1.787], [2.359, -4.716, 2.674], [4.564, -3.501, 2.806], [-1.587, -4.181, -0.956], [-0.775, -3.120, -0.801], [-1.118, -2.184, -0.063], [0.571, -3.129, -1.462], [1.122, -1.693, -1.490], [-2.514, -4.134, -0.565], [-1.404, -4.879, -1.653], [0.490, -3.593, -2.451], [1.213, -3.779, -0.858], [0.946, -1.271, -2.476], [2.209, -1.699, -1.338], [-1.980, 2.052, -3.852], [-0.821, 0.697, -3.189], [0.928, 1.335, -3.558], [-1.175, -0.844, -4.248], [-1.146, 0.336, -1.389], [-1.818, 2.212, -4.921], [-1.803, 3.005, -3.346], [-3.033, 1.793, -3.712], [0.996, 1.698, -4.586], [1.690, 0.566, -3.420], [1.181, 2.165, -2.893], [-1.206, -0.591, -5.310], [-2.143, -1.274, -3.978], [-0.417, -1.619, -4.112], [-2.060, -0.275, -1.352], [-1.421, 1.288, -0.912]]
}